The following is a DFT calculation (wB97M-V/def2-TZVPD) of 10 unconnected molecules or ions with the total composition C18H48F3N20O10 in a non-equilibrium geometry.

Geometry as ORCA input:
```
! RIJCOSX wB97M-V def2-TZVPD def2/J DEFGRID3
* xyz 1 1
C 4.90863 -3.93720 -1.91770
C 3.92062 -5.08297 -2.44334
O 3.16048 -5.54063 -1.26949
C 2.94500 -4.60851 -3.65443
C 1.68823 -3.84359 -3.06684
C 0.45792 -4.66726 -2.51154
N 0.39413 -6.14503 -2.55431
C -0.74006 -3.88157 -1.92545
N -0.72752 -2.44001 -1.86131
C 0.36227 -1.66816 -2.36970
C 1.64521 -2.30008 -3.02680
C 2.71948 -1.27597 -3.55995
F 2.93926 -0.31830 -2.50186
F 3.97933 -1.78156 -3.88582
F 2.14118 -0.49589 -4.61731
H 4.26114 -3.01617 -1.62759
H 5.50717 -4.22070 -0.97934
H 5.57240 -3.55598 -2.78551
H 4.57935 -5.96939 -2.76687
H 3.17282 -4.74517 -0.67622
H 3.48866 -4.08875 -4.50831
H 2.53796 -5.59782 -4.10114
H -0.56145 -6.36923 -2.88127
H 0.54165 -6.54300 -1.61420
H -1.64654 -4.44711 -1.52329
H -1.53413 -1.94148 -1.43921
H 0.27579 -0.51866 -2.27976
C -0.71238 2.13959 -0.40997
O -0.66474 0.91443 -0.52578
N -1.67800 2.88899 -0.97921
N 0.20420 2.83752 0.30195
H -1.73489 3.88865 -0.89730
H -2.37708 2.40459 -1.51650
H 0.94308 2.31052 0.74353
H 0.18581 3.83573 0.40997
C -3.97261 4.52243 -3.15367
O -2.97660 4.72163 -2.46720
N -4.31798 5.32409 -4.18885
N -4.81483 3.48419 -2.93798
H -5.13261 5.17789 -4.76446
H -3.71679 6.10910 -4.38209
H -4.59487 2.86223 -2.17523
H -5.63506 3.30608 -3.48974
C -6.12378 4.60676 -7.52832
O -6.78006 4.94226 -6.55058
N -6.67508 4.42058 -8.75106
N -4.78799 4.39356 -7.46690
H -6.15380 4.14590 -9.56362
H -7.66765 4.57039 -8.83468
H -4.34599 4.52347 -6.57072
H -4.22658 4.11781 -8.25206
C -7.10063 2.22232 -0.34476
O -6.04794 1.63500 -0.55897
N -8.18350 2.09851 -1.15016
N -7.27409 3.04630 0.71562
H -9.05506 2.57104 -0.99213
H -8.09388 1.49349 -1.95003
H -6.49124 3.16421 1.33817
H -8.12840 3.53676 0.90899
C -1.82916 1.25943 4.04188
O -2.08082 0.72579 5.11370
N -1.43703 0.56109 2.95077
N -1.92031 2.60063 3.85344
H -1.22461 0.98170 2.06346
H -1.35573 -0.43744 3.04995
H -2.20905 3.15664 4.64230
H -1.71812 3.05787 2.98258
C 2.34654 1.71176 6.01972
O 3.51644 1.82476 6.35166
N 1.84016 2.30292 4.91044
N 1.44849 0.98435 6.73026
H 0.88174 2.22080 4.62142
H 2.47338 2.85204 4.35341
H 1.78511 0.52696 7.56361
H 0.48229 0.87963 6.47146
C 8.71064 -3.99998 -0.08882
O 7.57856 -4.31898 0.24783
N 9.48933 -3.17829 0.65508
N 9.28442 -4.44122 -1.23516
H 10.42006 -2.90468 0.39714
H 9.09808 -2.82950 1.51511
H 8.73686 -5.05510 -1.81564
H 10.21133 -4.19146 -1.52884
C -0.07973 -0.26605 10.37858
O 1.08996 -0.15151 10.70900
N -0.58687 0.32621 9.26894
N -0.97372 -0.99550 11.09171
H -1.54464 0.24510 8.97888
H 0.04706 0.87711 8.71369
H -0.63459 -1.45108 11.92324
H -1.93869 -1.10191 10.83700
C 2.49642 -0.47984 1.48019
O 1.82532 -0.14016 2.44186
N 1.95763 -0.67956 0.25077
N 3.83367 -0.68543 1.55650
H 2.48762 -0.95760 -0.55436
H 0.96258 -0.53474 0.15716
H 4.26902 -0.54615 2.45489
H 4.40236 -0.96443 0.77756
*
```

Results
orbital gap: 6.1 eV
strongest force on any atom: 0.0964 hartree/bohr
lowest unoccupied orbital energy: -4.53 eV
E_tot: -77874.2855 eV
molecular weight: 761.71 g mol⁻¹
highest occupied orbital energy: -10.61 eV

Mulliken population analysis, charges in e, atoms 1 to 4: number 1, C, carries -0.85; number 2, C, carries 0.09; number 3, O, carries -0.52; number 4, C, carries -0.99